{"formula": "C23H28IN3O2S3Se2Te3Zn", "method": "the ωB97M-V functional and the def2-TZVPD basis", "elements": ["C", "C", "C", "C", "H", "H", "H", "O", "O", "C", "Te", "H", "C", "H", "C", "H", "C", "H", "N", "H", "C", "H", "C", "Te", "C", "C", "H", "C", "N", "Se", "H", "S", "H", "H", "Te", "H", "C", "C", "H", "H", "C", "N", "H", "H", "H", "H", "H", "C", "C", "C", "C", "H", "H", "Zn", "H", "H", "C", "C", "S", "H", "S", "Se", "H", "H", "I", "C"], "positions_angstrom": [[-4.171, -4.391, -4.797], [5.875, 0.758, 5.340], [-1.166, -3.203, -2.794], [-5.913, -1.368, -3.280], [-1.667, -2.643, 1.911], [-1.105, -3.867, -1.910], [-5.210, -5.342, -6.435], [-2.052, 0.349, 0.815], [0.841, 2.284, -0.299], [2.102, 1.198, 2.912], [-1.829, 6.147, 1.352], [3.176, 1.899, -1.464], [-3.545, -2.266, -3.005], [-6.794, -1.498, -3.939], [1.376, 3.599, -0.513], [0.563, 4.280, -0.499], [-4.824, -2.386, -3.588], [5.572, 4.115, 7.195], [2.693, 1.375, 4.051], [-3.564, -5.763, -6.302], [2.317, 2.160, -2.073], [-5.596, -0.377, -3.388], [-2.914, -4.242, -4.218], [-3.595, 4.757, -0.222], [-5.135, -3.430, -4.472], [4.881, 1.665, 5.005], [3.958, 3.521, 5.360], [-2.120, -0.891, 0.900], [4.054, 1.378, 3.879], [-2.087, 3.050, -1.403], [-2.738, -2.622, -0.164], [3.205, 1.137, 1.545], [2.504, 1.796, -3.095], [-0.763, -1.122, 2.327], [-3.021, -0.535, -1.884], [-4.677, -6.420, -5.080], [1.999, 3.611, -1.903], [1.095, 1.508, -1.458], [2.854, 4.264, -2.016], [2.059, 3.749, 0.320], [-2.563, -3.224, -3.346], [-1.464, -1.623, 1.755], [0.179, 1.487, -2.095], [-2.118, -4.922, -4.506], [-6.167, -3.452, -4.848], [1.284, 3.925, -2.629], [-4.062, -1.623, 0.369], [5.648, 3.224, 6.636], [6.815, 1.098, 6.294], [4.747, 2.863, 5.648], [-4.442, -5.565, -5.709], [-0.874, -2.220, -2.477], [7.639, 0.415, 6.501], [-0.939, 2.391, 0.830], [7.366, 2.597, 7.709], [-0.439, -3.526, -3.540], [-3.045, -1.587, -0.029], [4.559, 1.302, 2.620], [6.191, 1.333, 2.184], [-6.229, -1.470, -2.231], [0.387, 0.949, 2.858], [-0.835, 4.123, 2.565], [1.219, 0.464, -1.131], [5.963, -0.198, 4.770], [-2.130, -5.323, 2.161], [6.674, 2.329, 6.934]], "lowdin_charge": [-0.269, -0.060, -0.081, -0.107, -0.048, 0.101, 0.065, -0.167, -0.356, -1.073, 0.001, 0.099, -0.423, 0.075, -0.219, 0.050, -0.303, 0.085, 0.013, 0.064, -0.168, 0.012, -0.036, 0.037, -0.027, -0.251, 0.116, -0.676, -0.180, -0.192, 0.039, 0.990, 0.122, 0.026, 1.371, 0.081, -0.152, -0.226, 0.115, 0.118, -0.305, 0.182, 0.084, 0.114, 0.109, 0.104, 0.073, -0.073, -0.085, -0.012, -0.057, 0.008, 0.102, 0.154, 0.085, 0.075, -0.383, -1.087, 0.480, 0.083, 0.511, -0.196, 0.132, 0.123, -0.683, -0.102], "homo_energy_ev": -2.64, "total_charge": -2, "total_energy_ev": -274473.7932}

=====

{"formula": "C6H25NO6", "method": "the ωB97M-V functional and the def2-TZVPD basis", "elements": ["O", "H", "H", "H", "H", "C", "H", "H", "O", "H", "H", "H", "C", "H", "O", "H", "H", "O", "H", "H", "H", "H", "H", "C", "H", "C", "N", "H", "H", "O", "H", "H", "H", "C", "H", "O", "C", "H"], "positions_angstrom": [[-1.609, -1.269, 2.968], [1.833, 1.678, -2.244], [-0.087, 0.989, -1.960], [3.764, -2.818, -0.041], [2.970, 1.878, 1.187], [2.490, 1.488, -1.383], [1.703, -1.074, -0.531], [-1.500, -2.979, -1.319], [-1.858, -0.665, -0.710], [-1.161, 2.094, 1.675], [0.808, -0.453, -2.682], [-2.201, 2.282, -0.436], [1.044, -0.179, -0.573], [-0.996, 0.608, 3.263], [-1.506, 1.392, 3.512], [0.321, -0.364, 0.228], [3.639, 0.487, 0.478], [-2.876, 1.815, -0.981], [0.030, 1.888, 0.499], [2.591, -3.174, 0.870], [0.185, -2.634, -1.178], [-0.475, -2.772, -2.782], [-2.484, -1.591, 3.122], [0.198, -0.049, -1.855], [-3.318, 2.461, -1.553], [2.691, 0.862, 0.842], [1.763, 1.048, -0.247], [3.040, 2.365, -1.151], [3.244, 0.737, -1.699], [-0.873, 2.218, 0.731], [-2.398, 1.087, 3.555], [2.219, 0.226, 1.613], [-1.427, -1.471, 2.049], [-0.693, -2.421, -1.776], [-2.144, 0.247, -0.757], [2.910, -3.316, -0.071], [-1.009, -0.957, -1.843], [-1.669, -0.740, -2.688]], "lowdin_charge": [-0.030, 0.088, 0.111, 0.049, 0.098, -0.121, 0.107, 0.083, -0.078, 0.043, 0.130, 0.016, -0.217, 0.018, -0.054, 0.106, 0.071, -0.075, 0.037, 0.065, 0.063, 0.086, 0.044, -0.137, 0.060, -0.095, -0.310, 0.077, 0.101, -0.083, 0.028, 0.099, 0.040, -0.037, 0.008, -0.102, -0.430, 0.141], "homo_energy_ev": -9.04, "total_charge": 0, "total_energy_ev": -20402.4374, "e_above_lowest_kcal_mol": 30.46, "smiles": "C[C@@H](O)CCN(C)C.O.O.O.O.O"}

=====

{"formula": "C4H5FO", "method": "the ωB97M-V functional and the def2-TZVPD basis", "elements": ["H", "H", "C", "O", "C", "F", "H", "C", "H", "C", "H"], "positions_angstrom": [[-1.792, -0.265, 0.301], [-0.270, -1.147, -0.433], [0.580, -0.592, -0.023], [0.725, 0.779, -0.271], [1.610, -1.154, 0.581], [1.641, -2.511, 0.507], [-2.450, 1.391, -0.049], [-1.739, 0.695, -0.173], [-0.398, 2.231, -1.045], [-0.555, 1.374, -0.446], [2.650, -0.802, 1.052]], "lowdin_charge": [0.045, 0.125, -0.146, -0.084, -0.104, -0.032, 0.004, 0.036, 0.102, -0.119, 0.173], "homo_energy_ev": -8.96, "total_charge": 0, "total_energy_ev": -8990.7165, "e_above_lowest_kcal_mol": 53.34, "smiles": "C=CO/C=C/F"}

=====

{"formula": "C4H9FN2", "method": "the ωB97M-V functional and the def2-TZVPD basis", "elements": ["H", "C", "H", "F", "H", "C", "H", "H", "H", "H", "N", "H", "C", "N", "H", "C"], "positions_angstrom": [[0.223, 0.590, 2.167], [0.611, 0.270, 1.214], [1.646, 1.137, -0.422], [-2.715, -0.756, 0.108], [1.983, 1.802, 1.040], [-0.158, -0.972, -0.927], [1.331, -0.557, 1.354], [0.190, -0.002, -2.773], [-2.007, -0.046, 1.921], [0.629, -1.719, -0.735], [0.421, 0.152, -1.783], [-0.195, 0.917, -1.527], [-0.509, -0.396, 0.398], [1.223, 1.382, 0.492], [-0.949, -1.408, -1.447], [-1.725, -0.394, 0.919]], "lowdin_charge": [0.102, -0.243, 0.054, 0.019, 0.069, -0.184, 0.110, 0.073, 0.128, 0.120, -0.015, 0.063, -0.241, -0.025, 0.083, -0.114], "homo_energy_ev": -8.96, "total_charge": 0, "total_energy_ev": -9990.3686, "e_above_lowest_kcal_mol": 32.18, "smiles": "NCC(=CF)CN"}

=====

Kohn-Sham gap (computed, eV): 6.2172, 9.4196, 10.0778, 9.9484